{
  "formula": "C28H62F3IInO22P6",
  "method": "the ωB97M-V functional and the def2-TZVPD basis",
  "species": ["C", "P", "C", "In", "C", "C", "O", "I", "C", "C", "O", "C", "F", "F", "F", "C", "C", "C", "C", "C", "C", "H", "H", "H", "H", "H", "H", "H", "H", "H", "H", "H", "H", "H", "H", "H", "H", "H", "C", "O", "P", "O", "O", "C", "O", "C", "H", "H", "H", "H", "H", "H", "H", "H", "H", "C", "O", "P", "O", "O", "C", "O", "C", "H", "H", "H", "H", "H", "H", "H", "H", "H", "C", "O", "P", "O", "O", "C", "O", "C", "H", "H", "H", "H", "H", "H", "H", "H", "H", "C", "O", "P", "O", "O", "C", "O", "C", "H", "H", "H", "H", "H", "H", "H", "H", "H", "C", "O", "P", "O", "O", "C", "O", "C", "H", "H", "H", "H", "H", "H", "H", "H", "H"],
  "xyz": [[-3.67528, -0.66895, -5.01039], [-4.40666, 1.04683, -5.10118], [-5.45066, 1.15120, -6.66450], [-2.35492, 2.45051, -5.64186], [-2.87688, 4.58913, -6.14779], [-1.67259, 5.18028, -6.77248], [-0.65921, 5.33444, -6.19050], [-1.85671, 5.73035, -8.88592], [-1.06408, 2.45385, -3.80742], [-1.69758, 2.93844, -2.50707], [-3.11016, 2.87099, -2.49635], [-1.23224, 4.33202, -2.03052], [-2.20043, 5.25828, -2.02524], [-0.80234, 4.19127, -0.73717], [-0.21303, 4.86319, -2.70383], [-1.34549, 1.55148, -7.40492], [-0.01981, 1.10336, -7.44020], [0.49920, 0.59924, -8.61897], [-0.24285, 0.51575, -9.78835], [-1.56800, 0.91987, -9.75577], [-2.09661, 1.42876, -8.57278], [-2.85680, -0.54408, -4.30133], [-3.19419, -0.94259, -5.95317], [-4.40081, -1.40874, -4.67799], [-5.30652, 2.17194, -7.03074], [-5.08454, 0.48900, -7.45143], [-6.51134, 1.03066, -6.45192], [-3.18209, 5.19293, -5.29239], [-3.68045, 4.59109, -6.88578], [-0.13214, 2.95645, -4.06524], [-0.80759, 1.40270, -3.64356], [-1.39924, 2.24163, -1.72286], [-3.47365, 3.52085, -3.10824], [0.55842, 1.17106, -6.52667], [1.53417, 0.27269, -8.67635], [0.21643, 0.14172, -10.69407], [-2.20004, 0.85740, -10.63444], [-3.13987, 1.73131, -8.60591], [-1.78566, -4.81555, 0.09203], [-0.70278, -4.38092, -0.74992], [-0.99094, -3.07672, -1.75189], [0.10065, -3.24071, -2.73329], [-0.67331, -2.01548, -0.56151], [0.57392, -2.06773, 0.14611], [-1.95829, -1.97991, -2.48147], [-3.06019, -1.43416, -1.72914], [-1.41632, -5.61284, 0.73218], [-2.14187, -3.99283, 0.71924], [-2.60944, -5.20048, -0.51171], [1.35979, -2.51815, -0.45613], [0.45479, -2.62828, 1.07257], [0.85722, -1.05071, 0.39891], [-2.68141, -0.72702, -0.99107], [-3.61960, -2.22842, -1.23279], [-3.71792, -0.90289, -2.41068], [2.66303, 2.46759, 2.09866], [2.37639, 1.06137, 1.99884], [3.48368, -0.00228, 2.63689], [3.10158, -1.24672, 1.93989], [2.91075, 0.12285, 4.14189], [1.51843, -0.14397, 4.38301], [4.98550, -0.37260, 3.18546], [5.64604, 0.54086, 4.07969], [1.80837, 3.01345, 1.70728], [2.82214, 2.75582, 3.14264], [3.54455, 2.72193, 1.50795], [1.08964, -0.80399, 3.63135], [0.96722, 0.79302, 4.39633], [1.42264, -0.60555, 5.36019], [5.20169, 0.47613, 5.07302], [5.58927, 1.56698, 3.71528], [6.69170, 0.24687, 4.14353], [2.97457, -7.81433, -0.51619], [4.22466, -7.64563, -1.20934], [4.36357, -6.31605, -2.20262], [5.50202, -6.71035, -3.05484], [4.78316, -5.32793, -0.97690], [5.91052, -5.65286, -0.17790], [3.68040, -5.10332, -3.02902], [2.60778, -4.33943, -2.39963], [3.06797, -8.67344, 0.14401], [2.74036, -6.92892, 0.08267], [2.16596, -8.00057, -1.22504], [6.62582, -6.27078, -0.72094], [5.58930, -6.17213, 0.72766], [6.39077, -4.71991, 0.11217], [3.02696, -3.67759, -1.64247], [1.87006, -4.99910, -1.95031], [2.12724, -3.74089, -3.15808], [1.22234, 3.82824, 7.64185], [1.08259, 2.39542, 7.63791], [2.37376, 1.47674, 8.20760], [1.92095, 0.21694, 7.55844], [1.83388, 1.63286, 9.74794], [0.45885, 1.39537, 10.02983], [3.78467, 0.83968, 8.81955], [4.56951, 1.60631, 9.75372], [0.27776, 4.25874, 7.31886], [1.45569, 4.19392, 8.64724], [2.00533, 4.13813, 6.94832], [0.00920, 0.72125, 9.30166], [-0.08911, 2.33911, 10.04397], [0.39916, 0.94632, 11.02006], [4.08712, 1.61341, 10.73042], [4.71551, 2.62911, 9.40740], [5.54047, 1.12435, 9.84669], [-4.29829, -0.61062, 1.90731], [-3.51434, -0.48579, 3.11133], [-2.35219, 0.70447, 3.13853], [-1.48995, 0.24337, 4.24163], [-3.44585, 1.83586, 3.58267], [-4.22750, 1.62168, 4.74910], [-1.43091, 1.85865, 2.43965], [-2.00249, 2.67494, 1.38405], [-5.05605, -1.37166, 2.07649], [-4.79112, 0.33531, 1.66493], [-3.66811, -0.91916, 1.07171], [-3.72573, 0.96064, 5.45588], [-5.19725, 1.19981, 4.47707], [-4.39268, 2.58974, 5.21989], [-2.70381, 3.39589, 1.80202], [-2.50734, 2.05340, 0.64515], [-1.19984, 3.21551, 0.89986]],
  "forces_ev_per_angstrom": [[0.26, 0.87, -0.71], [-0.63, 0.41, 0.34], [0.72, 0.16, 0.17], [0.38, -0.47, 0.06], [-0.49, 0.26, -1.40], [-0.87, -0.83, 1.60], [1.11, 0.64, -0.33], [0.05, 0.02, -0.31], [-0.09, -0.11, -0.29], [0.12, -0.24, -0.75], [-0.09, 0.08, 0.55], [0.21, -0.44, 0.15], [-0.16, -0.01, 0.06], [0.12, 0.71, -0.21], [0.14, -0.05, -0.06], [-0.27, 0.31, 0.46], [-0.74, 0.22, -0.05], [0.92, -0.24, -0.25], [-0.27, 0.09, 0.22], [0.00, 0.04, 0.05], [-0.11, -0.10, -0.35], [-0.06, -0.31, 0.13], [-0.19, -0.27, 0.00], [0.11, -0.12, 0.00], [-0.14, -0.02, -0.03], [-0.25, -0.12, -0.01], [0.01, -0.30, -0.11], [0.24, -0.12, 0.17], [-0.15, -0.03, 0.22], [-0.03, 0.12, 0.18], [0.01, 0.00, -0.16], [-0.03, 0.21, 0.21], [0.01, -0.11, -0.18], [0.30, -0.10, -0.15], [0.00, 0.01, 0.21], [-0.04, -0.04, -0.02], [0.06, -0.02, -0.05], [0.02, 0.10, 0.17], [0.09, 0.08, 0.14], [-2.90, -0.35, -1.15], [5.75, 3.40, 0.40], [-1.08, -0.50, -0.09], [-0.37, 0.17, -0.12], [-0.06, -0.17, 0.33], [-1.77, -2.47, 0.83], [-0.13, 0.29, 0.09], [0.08, 0.02, -0.04], [0.03, -0.01, 0.01], [-0.01, -0.06, 0.07], [-0.04, 0.00, -0.06], [0.06, -0.06, 0.01], [-0.03, 0.05, -0.05], [0.07, -0.09, -0.01], [-0.09, 0.07, 0.02], [0.06, -0.10, -0.12], [-0.16, 0.00, 0.13], [2.86, 1.09, -0.52], [-3.84, -4.65, 2.34], [0.47, 0.50, -0.55], [0.65, 0.06, 0.00], [-0.43, 0.35, 0.05], [0.17, 2.69, -1.39], [0.09, -0.11, 0.22], [-0.04, -0.09, -0.01], [-0.03, -0.01, -0.01], [-0.05, 0.07, -0.03], [0.16, 0.06, -0.15], [-0.08, -0.04, -0.06], [0.23, 0.06, 0.04], [-0.11, 0.01, -0.07], [0.07, 0.02, 0.04], [-0.02, -0.05, -0.15], [0.07, 0.07, 0.15], [-2.67, 0.50, -1.34], [5.84, 1.87, 0.55], [-0.67, -0.48, -0.16], [-0.34, 0.22, -0.20], [-0.06, -0.17, 0.30], [-2.10, -2.01, 0.99], [0.25, 0.23, -0.03], [0.09, 0.00, -0.04], [0.01, -0.02, -0.01], [-0.03, -0.04, 0.06], [-0.05, -0.01, -0.07], [0.05, -0.05, -0.01], [-0.07, 0.05, -0.06], [0.11, -0.14, 0.04], [-0.10, 0.05, -0.06], [0.07, -0.19, -0.19], [-0.17, -0.03, 0.13], [2.78, 2.13, -0.87], [-4.88, -6.43, 2.49], [0.64, 0.57, -0.67], [0.61, 0.43, 0.27], [-0.27, 0.34, -0.01], [1.20, 3.16, -1.14], [0.10, -0.19, 0.16], [-0.03, -0.09, -0.02], [-0.02, 0.01, -0.02], [-0.07, 0.08, -0.03], [0.09, 0.01, -0.06], [-0.07, -0.04, -0.04], [0.14, 0.00, 0.00], [-0.09, 0.05, -0.06], [0.09, 0.01, 0.06], [-0.02, -0.04, -0.15], [-0.14, 0.05, 0.05], [1.33, 0.09, -2.85], [-0.32, 2.24, 5.89], [0.08, -0.54, -0.65], [0.17, 0.31, -0.21], [-0.32, -0.15, -0.09], [-1.08, -1.96, -2.15], [0.03, 0.16, 0.04], [0.04, 0.00, 0.10], [0.00, -0.02, 0.00], [-0.07, -0.04, 0.01], [0.06, -0.02, -0.05], [0.00, -0.06, 0.06], [0.06, 0.04, -0.06], [-0.06, -0.15, 0.10], [0.01, 0.11, -0.11], [0.04, -0.32, 0.26]],
  "e_lumo_ev": -0.8,
  "total_energy_ev": -152246.768,
  "e_above_lowest_kj_mol": 0.0,
  "spin_multiplicity": 1,
  "homo_ev": -4.41,
  "total_charge": -1
}